{"formula": "C20H36ClN2O13P", "method": "ωB97M-V/def2-TZVPD", "symbols": ["N", "C", "C", "C", "C", "N", "P", "O", "Cl", "H", "H", "H", "H", "C", "C", "O", "C", "O", "O", "C", "H", "H", "H", "H", "H", "H", "H", "H", "C", "C", "O", "C", "O", "O", "C", "H", "H", "H", "H", "H", "H", "H", "H", "C", "C", "O", "C", "O", "O", "C", "H", "H", "H", "H", "H", "H", "H", "H", "C", "C", "O", "C", "O", "O", "C", "H", "H", "H", "H", "H", "H", "H", "H"], "positions_angstrom": [[-2.593833, 4.852363, -2.063305], [-3.483919, 4.798430, -2.890965], [-4.700352, 4.862966, -3.971835], [-5.978067, 4.198105, -3.248226], [-6.215936, 2.763331, -3.975695], [-6.411486, 1.701981, -4.515650], [-7.569392, 5.227417, -3.234565], [-8.672219, 4.321471, -4.231441], [-7.367877, 7.075850, -4.219359], [-4.801378, 5.968013, -4.243812], [-4.362952, 4.227379, -4.875105], [-5.697003, 3.962807, -2.164048], [-9.265871, 3.817879, -3.628219], [-0.199356, 1.682645, 3.817735], [-0.399392, 0.440146, 2.970168], [-1.588541, 0.547659, 2.178974], [-1.478459, 1.297782, 1.067540], [-0.482329, 1.867688, 0.689232], [-2.679575, 1.325374, 0.462160], [-2.725624, 2.160322, -0.695259], [-1.094296, 1.892039, 4.409616], [0.651928, 1.559253, 4.490565], [-0.018948, 2.560942, 3.192775], [-0.531442, -0.426295, 3.623504], [0.471608, 0.237370, 2.339609], [-1.929950, 1.907754, -1.399222], [-2.658995, 3.208136, -0.398794], [-3.685870, 1.999479, -1.188442], [-4.638221, -0.209984, -6.589667], [-5.469038, 0.237805, -7.777143], [-4.630868, 0.712914, -8.838294], [-4.054267, -0.239856, -9.591682], [-4.186536, -1.433264, -9.455006], [-3.280448, 0.366518, -10.511345], [-2.540765, -0.537016, -11.330738], [-3.955159, 0.584370, -6.277124], [-5.279560, -0.479148, -5.748494], [-4.022356, -1.076724, -6.843491], [-6.105503, 1.074961, -7.479013], [-6.130536, -0.559015, -8.130088], [-3.193276, -1.283823, -11.787920], [-1.758941, -1.018889, -10.738881], [-2.067870, 0.040948, -12.125897], [0.776922, -4.074005, 1.594332], [1.743496, -2.924568, 1.377859], [2.611321, -2.768479, 2.507060], [3.640144, -3.632494, 2.570710], [3.889381, -4.503086, 1.770858], [4.330817, -3.376380, 3.697112], [5.409066, -4.280954, 3.932688], [0.239867, -3.951726, 2.538701], [0.053744, -4.130492, 0.778040], [1.306300, -5.028489, 1.651094], [1.181203, -1.992239, 1.279948], [2.320018, -3.050513, 0.456592], [6.069880, -4.346350, 3.065719], [5.015388, -5.266365, 4.192642], [5.986801, -3.904031, 4.777966], [8.503206, -1.067691, 10.022725], [8.301845, -2.308218, 9.172449], [7.110917, -2.199830, 8.383921], [7.217788, -1.447092, 7.274337], [8.212538, -0.875081, 6.895050], [6.015005, -1.419329, 6.671436], [5.965798, -0.582222, 5.516595], [7.609496, -0.860124, 10.617086], [9.355943, -1.192446, 10.693445], [8.682026, -0.187764, 9.399635], [8.171055, -3.176707, 9.823150], [9.171403, -2.508904, 8.539419], [6.760332, -0.832340, 4.810306], [6.032217, 0.466389, 5.816240], [5.005527, -0.742039, 5.024291]], "forces_ev_per_a": [[-5.1, -0.3, -4.8], [2.8, 0.7, 2.4], [2.2, -0.6, 1.3], [1.4, -2.1, -2.2], [-0.7, -2.5, -1.1], [1.0, 5.5, 2.8], [-2.6, -0.7, 0.5], [1.7, 0.9, 1.3], [0.4, -1.4, -0.2], [-0.1, -1.7, 0.4], [-0.6, 1.3, 1.5], [-0.8, 0.4, -1.5], [0.5, 0.6, -0.5], [-0.1, 0.3, -0.1], [0.5, 0.1, 0.5], [-0.1, 0.0, -0.6], [-0.1, 0.2, 0.1], [-0.5, -0.4, 0.1], [0.4, -0.3, 0.3], [0.0, 0.3, -0.2], [0.1, -0.2, 0.0], [-0.1, 0.0, 0.0], [0.1, -0.2, 0.0], [-0.3, 0.0, -0.2], [-0.2, 0.2, -0.1], [0.0, 0.1, 0.2], [0.2, -0.2, -0.1], [0.0, -0.2, 0.3], [0.3, -0.3, -0.1], [-0.3, -0.2, 0.7], [0.2, -0.2, -0.6], [0.0, 0.1, 0.3], [0.0, 0.6, -0.2], [-0.4, -0.1, 0.3], [0.3, -0.2, -0.3], [-0.2, 0.0, 0.0], [0.0, 0.1, -0.1], [-0.1, 0.0, 0.0], [0.2, 0.1, -0.3], [0.3, 0.0, -0.1], [0.1, 0.0, 0.2], [-0.2, -0.1, -0.1], [-0.2, 0.2, 0.2], [0.1, -0.3, 0.2], [-0.5, -0.2, -0.5], [0.6, -0.1, 0.1], [-0.2, -0.1, 0.0], [-0.1, 0.5, 0.4], [-0.3, 0.1, -0.5], [0.4, -0.3, 0.2], [0.0, 0.1, -0.1], [0.0, 0.1, 0.1], [0.0, 0.1, -0.1], [0.3, 0.0, 0.3], [0.1, -0.1, 0.2], [-0.2, -0.1, 0.0], [0.1, 0.1, -0.2], [-0.3, 0.2, -0.1], [-0.1, 0.3, -0.1], [0.5, 0.1, 0.5], [-0.1, 0.1, -0.6], [0.0, 0.1, 0.2], [-0.5, -0.4, 0.1], [0.5, -0.2, 0.3], [-0.2, 0.3, -0.4], [0.1, -0.2, 0.0], [-0.1, 0.0, 0.0], [0.1, -0.2, 0.0], [-0.3, 0.1, -0.2], [-0.2, 0.2, -0.1], [0.0, 0.1, 0.2], [0.2, -0.1, -0.1], [0.1, -0.2, 0.3]], "mol_weight_g_mol": 578.9, "e_homo_ev": -10.09}

***

{"formula": "C20H36O8S", "method": "ωB97M-V/def2-TZVPD", "symbols": ["C", "C", "C", "C", "C", "C", "C", "C", "C", "C", "O", "S", "O", "O", "O", "C", "C", "C", "O", "C", "C", "C", "O", "H", "H", "H", "H", "H", "H", "H", "H", "H", "H", "H", "H", "H", "H", "H", "H", "H", "H", "H", "H", "H", "H", "H", "H", "H", "H", "C", "O", "C", "C", "O", "C", "H", "H", "H", "H", "H", "H", "H", "H", "H", "H"], "positions_angstrom": [[0.163965, 3.680031, 2.281986], [-0.907529, 3.846518, 1.766754], [-2.126371, 4.171075, 1.026667], [-2.557901, 3.094265, -0.005699], [-1.390564, 2.772198, -0.962581], [-0.869366, 1.335160, -1.113041], [-0.140913, 0.736197, 0.113341], [1.314844, 0.299179, -0.156074], [1.696203, -0.925896, 0.696577], [1.342371, -2.270606, 0.017006], [-3.529615, 3.829327, -0.865932], [-4.981296, 3.865484, -0.219850], [-5.930409, 3.384886, -1.162710], [-5.258109, 5.104758, 0.420629], [-4.663521, 2.782427, 0.918006], [-3.469791, 1.980832, 0.543676], [-3.088020, 1.284619, 1.849027], [-3.095185, 2.119706, 3.119116], [-2.247262, 1.964415, 3.959711], [-3.930206, 0.929403, -0.496300], [-5.314157, 0.324274, -0.213003], [-5.288221, -1.190299, -0.460264], [-4.863849, -1.498669, -1.785399], [1.031644, 3.360965, 2.809624], [-2.004034, 5.092493, 0.460895], [-2.944127, 4.345991, 1.729729], [-1.707998, 3.101722, -1.952777], [-0.534154, 3.395626, -0.705560], [-1.633217, 0.656417, -1.480771], [-0.134107, 1.383213, -1.921431], [-0.691003, -0.161045, 0.420331], [-0.177706, 1.414000, 0.965532], [1.407148, 0.056667, -1.215752], [1.981032, 1.130613, 0.081346], [2.736495, -0.887228, 1.016256], [1.094992, -0.889612, 1.608956], [1.228813, -2.174949, -1.063025], [2.124347, -2.994893, 0.243710], [0.403372, -2.654044, 0.416722], [-2.122287, 0.789826, 1.805451], [-3.838364, 0.502965, 2.008339], [-3.921227, 2.821925, 3.312662], [-3.197120, 0.121462, -0.467403], [-3.894359, 1.377774, -1.487202], [-6.029527, 0.759976, -0.906998], [-5.632589, 0.461825, 0.818767], [-6.274266, -1.621701, -0.285200], [-4.590422, -1.634385, 0.261637], [-4.038818, -1.983534, -1.734961], [5.339893, -1.872541, -1.105412], [5.340874, -2.810518, -0.043812], [5.027123, -4.127093, -0.472987], [6.263244, -4.989150, -0.609130], [7.118058, -4.529015, -1.643052], [8.222074, -3.778011, -1.171006], [5.802936, -0.956016, -0.742259], [5.905011, -2.235459, -1.966531], [4.310342, -1.647673, -1.407383], [4.479748, -4.100392, -1.420397], [4.371189, -4.569413, 0.283810], [5.955419, -6.006847, -0.868009], [6.799852, -5.030100, 0.343781], [8.960724, -4.433190, -0.697003], [7.913057, -3.009189, -0.459013], [8.682865, -3.296725, -2.032129]], "forces_ev_per_a": [[-0.4, -0.4, 0.1], [0.4, 0.4, -0.3], [-0.2, -0.6, 0.4], [0.3, 0.8, -0.6], [-0.1, -0.5, -0.3], [0.6, 0.2, 0.1], [-0.3, -0.5, -0.3], [-0.3, 0.0, 0.5], [-0.6, 0.0, -0.2], [0.2, 0.3, 0.4], [-0.2, -0.2, 0.2], [-0.3, 0.0, 0.3], [0.3, -0.3, -0.1], [0.4, -0.1, 0.1], [0.0, 0.2, -0.5], [-0.9, -0.3, 0.4], [-0.1, 0.4, 0.1], [0.3, -0.3, 0.3], [-0.1, 0.0, 0.0], [0.3, 0.2, 0.4], [0.3, -0.7, -0.6], [0.4, 0.3, 0.3], [-0.1, 0.1, 0.0], [0.1, 0.2, 0.0], [0.2, 0.1, 0.0], [0.0, 0.1, 0.0], [-0.1, 0.0, 0.0], [-0.1, 0.1, 0.2], [0.0, 0.1, 0.0], [-0.1, 0.1, 0.0], [0.0, 0.0, 0.0], [0.1, 0.0, 0.0], [0.2, 0.0, 0.0], [0.1, 0.1, -0.2], [0.1, -0.1, -0.2], [0.2, 0.2, 0.2], [0.2, 0.0, 0.0], [-0.1, -0.2, -0.2], [0.0, -0.1, -0.1], [0.1, 0.1, -0.2], [0.0, 0.0, 0.0], [-0.1, 0.0, -0.3], [0.1, 0.1, -0.1], [-0.1, -0.1, -0.1], [-0.2, 0.2, 0.3], [-0.2, 0.3, 0.0], [0.0, 0.0, -0.1], [-0.1, -0.1, 0.0], [0.0, -0.1, -0.1], [-0.1, 0.1, 0.1], [0.1, 0.0, -0.1], [0.0, 0.0, 0.2], [0.0, -0.1, -0.2], [0.0, 0.1, 0.1], [0.0, 0.0, 0.0], [0.0, 0.0, 0.1], [0.0, 0.0, 0.0], [0.0, 0.0, -0.1], [0.0, 0.0, 0.0], [0.0, 0.0, 0.0], [0.0, 0.0, 0.0], [0.0, 0.0, 0.0], [0.0, 0.0, 0.0], [0.0, 0.0, 0.0], [0.0, 0.0, 0.0]], "mol_weight_g_mol": 436.6, "e_homo_ev": -9.45}

***

Record-wise E_tot values, in Ha: -2672.8402, -1783.6164